No. 1
107
Properties=species:S:1:pos:R:3:lowdin_charge:R:1 method="wB97M-V/def2-TZVPD" total_energy_ha=-3178.21914 max_force_ev_per_a=0.51 charge=-2 e_above_lowest_ev=0.409 e_homo_ev="-1.88 / -0.47" mol_weight_g_mol=1067.84 homo_lumo_gap_ev="4.8 / 3.4"
Cs 0.75277 -0.02312 -0.85157 0.734
C 4.96180 4.77959 2.87504 -0.113
C 4.49502 3.51029 3.58673 -0.256
C 3.08840 3.13445 3.24609 -0.645
N 2.77601 2.08351 2.57554 0.013
N 1.42751 1.93801 2.35823 0.009
C 0.73370 2.91020 2.86316 -0.705
N -0.63515 2.98540 2.81116 0.052
S 1.70917 4.10085 3.68230 1.045
H 6.00639 4.99184 3.10844 0.066
H 4.36705 5.64501 3.17290 0.062
H 4.86799 4.66732 1.79464 0.080
H 4.59214 3.63147 4.66905 0.102
H 5.11274 2.66042 3.29620 0.110
H -1.03055 2.77143 1.85981 0.054
H -0.99241 3.89356 3.07501 0.083
N -6.14061 5.95291 -0.96242 0.138
C -6.79019 7.13019 -1.25139 -0.215
C -8.09438 7.42041 -1.60246 -0.059
C -8.42168 8.76203 -1.82376 -0.151
C -7.45690 9.75835 -1.69070 -0.148
C -6.14277 9.45958 -1.33836 -0.051
C -5.79121 8.12741 -1.11448 -0.267
N -4.59059 7.57722 -0.76685 0.132
C -4.80344 6.25281 -0.68115 -0.299
C -3.86317 5.26288 -0.34278 -0.192
C -2.49341 5.58776 -0.09981 -0.050
C -1.61793 4.60962 0.27288 -0.191
N -1.93377 3.29719 0.46037 -0.030
C -3.22235 2.98184 0.20145 -0.172
C -4.18365 3.87625 -0.19096 -0.055
H -6.52494 5.03024 -1.02320 0.130
H -8.83952 6.63983 -1.70633 0.092
H -9.43435 9.02625 -2.10377 0.078
H -7.73652 10.79068 -1.86954 0.080
H -5.39583 10.23806 -1.24121 0.093
H -2.16004 6.60962 -0.22221 0.090
H -0.57600 4.86921 0.45283 0.093
H -3.47531 1.93348 0.33086 0.089
H -5.18348 3.49836 -0.37481 0.079
O -2.03267 -0.04662 1.50359 0.018
C -2.32466 -0.37952 2.63860 -0.484
C -3.15256 -1.61693 2.92615 -0.097
C -4.54978 -1.28797 3.46696 -0.187
C -4.59068 -0.98522 4.96274 -0.222
C -3.78925 0.23920 5.39426 -0.193
C -2.29532 0.13246 5.08944 -0.191
N -1.94499 0.37085 3.70625 0.083
H -2.62301 -2.27084 3.62743 0.123
H -3.22863 -2.14248 1.97791 0.093
H -5.20571 -2.13866 3.26814 0.106
H -4.96010 -0.44436 2.90285 0.123
H -4.20878 -1.85962 5.50453 0.109
H -5.63164 -0.86135 5.27395 0.103
H -3.91625 0.38289 6.47181 0.103
H -4.17725 1.13677 4.90337 0.118
H -1.92574 -0.84766 5.41410 0.117
H -1.74953 0.87295 5.67420 0.116
H -1.47653 1.23844 3.46322 0.091
C 3.11785 -1.89153 -0.58437 -0.195
C 3.63316 -2.15013 -1.69031 -0.280
C 4.24056 -2.46843 -2.90421 -0.173
C 3.41801 -2.54915 -4.12089 -0.182
C 2.05281 -2.85256 -4.02559 -0.022
C 1.24558 -2.90343 -5.14875 -0.081
C 1.77485 -2.64872 -6.40709 -0.102
C 3.11917 -2.32055 -6.52007 -0.095
C 3.92900 -2.26724 -5.39592 -0.058
C 5.67598 -2.73762 -2.91478 -0.180
C 6.30510 -3.50939 -3.90792 -0.054
C 7.66443 -3.77518 -3.86119 -0.113
C 8.44899 -3.28325 -2.82532 -0.131
C 7.84095 -2.53113 -1.82457 -0.107
C 6.48399 -2.26771 -1.86263 -0.032
H 1.63315 -3.02676 -3.04215 0.102
H 0.18698 -3.10047 -5.03936 0.099
H 1.13582 -2.66389 -7.28125 0.095
H 3.53709 -2.07721 -7.49032 0.093
H 4.96378 -1.96666 -5.50078 0.104
H 5.71152 -3.92740 -4.70953 0.101
H 8.11305 -4.38257 -4.63940 0.090
H 9.51217 -3.48934 -2.79263 0.083
H 8.43323 -2.14506 -1.00288 0.091
H 6.00755 -1.69586 -1.07633 0.101
I -3.66757 -5.90087 -0.44866 0.822
C -1.77699 -5.05213 -0.21242 -0.728
C -0.63254 -5.82570 -0.31475 -0.152
C 0.58957 -5.20114 -0.14551 -0.051
C 0.62180 -3.83779 0.12838 -0.138
N -0.48529 -3.10136 0.22092 0.067
C -1.66070 -3.69416 0.04488 -0.224
H -0.69689 -6.88449 -0.52956 0.091
H 1.51600 -5.75272 -0.23472 0.107
H 1.56445 -3.30583 0.24171 0.034
H -2.53897 -3.06076 0.10193 0.085
N -1.79647 -1.21022 -9.02752 0.097
C -1.51512 -0.93236 -7.94346 -0.230
C -1.16474 -0.58645 -6.59622 -0.296
C -1.90445 -1.08256 -5.51968 -0.095
C -1.52567 -0.75510 -4.22461 -0.202
C -0.41548 0.05342 -3.88686 -0.221
C 0.27589 0.52809 -5.02509 -0.190
C -0.06557 0.23652 -6.33706 -0.093
H -2.76214 -1.71994 -5.71377 0.097
H -2.14267 -1.17244 -3.42643 0.061
H 1.15461 1.15908 -4.88849 0.065
H 0.51652 0.62038 -7.16921 0.101



No. 2
99
Properties=species:S:1:pos:R:3:lowdin_charge:R:1 method="wB97M-V/def2-TZVPD" total_energy_ha=-2951.85240 max_force_ev_per_a=15.90 charge=-1 e_homo_ev=-2.63 mol_weight_g_mol=876.85 homo_lumo_gap_ev=5.0
La 0.00000 0.00000 0.00000 1.399
C -0.13860 1.67404 -2.76556 -0.274
P 1.01288 0.24016 -2.93823 1.042
C 2.56903 1.02443 -3.45939 -0.365
C 3.76181 0.54723 -2.89105 -0.085
C 4.99022 1.15048 -3.17649 -0.084
C 5.04863 2.23912 -4.04097 -0.099
C 3.88003 2.72228 -4.62120 -0.089
C 2.65135 2.12223 -4.32873 -0.102
C 0.33572 -0.60338 -4.39532 -0.329
C -0.62252 -1.60747 -4.15442 -0.063
C -1.20537 -2.32404 -5.20306 -0.077
C -0.84506 -2.04763 -6.51569 -0.056
C 0.10292 -1.06114 -6.77630 -0.095
C 0.69185 -0.35029 -5.72330 -0.090
C -0.01994 2.09813 -1.33230 -0.601
C 1.08160 2.46344 -0.56995 -0.216
C 0.64023 2.52653 0.74352 -0.248
C -0.71399 2.23331 0.71176 -0.612
C -1.68220 2.05810 1.84604 -0.252
P -1.17499 0.50463 2.76013 1.040
C -2.80636 -0.01892 3.37424 -0.309
C -3.70069 -0.54999 2.42261 -0.327
C -4.98797 -0.95789 2.77821 -0.110
C -5.40707 -0.84626 4.09826 -0.118
C -4.53161 -0.34595 5.05919 -0.149
C -3.23703 0.05246 4.70227 -0.079
C -0.22998 1.14657 4.16438 -0.364
C 1.00597 0.53986 4.44525 -0.082
C 1.81891 1.00215 5.48312 -0.083
C 1.40693 2.07936 6.26102 -0.099
C 0.18439 2.69278 5.99992 -0.090
C -0.62527 2.23290 4.95633 -0.099
N -1.12731 2.24982 -0.57919 0.005
H -1.16737 1.34497 -2.95350 0.040
H 0.06231 2.52455 -3.41952 0.088
H 3.74551 -0.29611 -2.20239 0.105
H 5.89940 0.77077 -2.71733 0.101
H 6.00266 2.71042 -4.26198 0.097
H 3.92076 3.57074 -5.29960 0.098
H 1.76332 2.53168 -4.80322 0.098
H -0.92298 -1.85009 -3.13613 0.030
H -1.93761 -3.09847 -4.98788 -0.069
H -1.29596 -2.60208 -7.33427 0.101
H 0.39191 -0.84594 -7.80139 0.092
H 1.43694 0.39558 -5.97887 0.085
H 2.10320 2.57659 -0.91090 0.100
H 1.24558 2.70347 1.62396 0.092
H -2.68992 1.95038 1.43049 0.096
H -1.67382 2.95499 2.47077 0.082
H -3.40080 -0.64967 1.37926 0.113
H -5.65713 -1.35933 2.02176 0.153
H -6.41006 -1.15580 4.37898 0.114
H -4.85420 -0.26722 6.09428 0.081
H -2.58426 0.41552 5.48975 0.100
H 1.35456 -0.30301 3.84981 0.102
H 2.77263 0.51928 5.67987 0.102
H 2.03709 2.43906 7.07010 0.097
H -0.14147 3.53214 6.60904 0.098
H -1.57552 2.73270 4.78346 0.107
C -4.39253 -3.82246 2.70904 -0.042
C -4.33922 -4.41870 1.45249 -0.063
C -3.77876 -3.73261 0.37129 -0.071
C -3.25793 -2.43536 0.52885 -0.191
C -3.32301 -1.85047 1.80868 -0.248
C -3.88599 -2.53864 2.88708 -0.073
Si -2.49471 -1.47893 -0.88920 0.646
C -2.10813 -2.70045 -2.25541 -0.354
C -2.95020 -2.88115 -3.36774 -0.067
C -2.62935 -3.80038 -4.37069 -0.192
C -1.46485 -4.55720 -4.28101 -0.110
C -0.61863 -4.39700 -3.18783 -0.058
C -0.93532 -3.47744 -2.18415 -0.128
C -3.79145 -0.29302 -1.53749 -0.300
C -3.40209 0.78681 -2.35412 -0.101
C -4.34574 1.68916 -2.85276 -0.080
C -5.69372 1.53188 -2.54512 -0.112
C -6.10022 0.47120 -1.74091 -0.104
C -5.15946 -0.43426 -1.24194 -0.100
H -4.82960 -4.35747 3.54756 0.105
H -4.73450 -5.42109 1.30920 0.102
H -3.75842 -4.23350 -0.59587 0.101
H -2.94320 -0.84466 1.98457 -0.071
H -3.92979 -2.06891 3.86618 0.110
H -3.87187 -2.31025 -3.47435 0.122
H -3.29326 -3.92294 -5.22263 0.151
H -1.21835 -5.27173 -5.06140 0.117
H 0.28934 -4.98957 -3.11321 0.111
H -0.25260 -3.38464 -1.34027 0.074
H -2.35703 0.93782 -2.62192 0.034
H -4.02586 2.51419 -3.48392 0.099
H -6.42705 2.23370 -2.93257 0.091
H -7.15225 0.34452 -1.49882 0.092
H -5.51888 -1.25194 -0.61817 0.092
C 1.16245 -2.30108 0.56585 -0.406
H 0.40428 -3.01361 0.95076 -0.085
H 1.94423 -2.14080 1.33651 -0.090
H 1.62749 -2.71602 -0.35197 -0.090
H 1.87338 1.11059 0.66774 -0.053